Entry from OMol25: a molecular structure, C37H30BrF7N5O5S2Sb2Ti (ωB97M-V with the def2-TZVPD basis set).

The geometry in XYZ format:
```
90
Properties=species:S:1:pos:R:3
Ti 2.603 1.017 -2.190
C 0.630 1.331 2.622
C 0.058 -0.081 2.729
C -0.064 -0.874 1.431
Sb -1.854 -0.578 0.255
C -1.699 -2.522 -0.659
C -0.704 -2.693 -1.623
C -0.562 -3.896 -2.304
C -1.426 -4.949 -2.034
C -2.433 -4.788 -1.094
C -2.570 -3.583 -0.415
C -3.089 -1.144 1.927
C -2.822 -2.251 2.733
C -3.576 -2.507 3.870
C -4.611 -1.650 4.226
C -4.888 -0.544 3.439
C -4.132 -0.298 2.298
Sb -0.352 3.191 2.116
C -1.573 2.827 0.383
C -0.943 2.755 -0.859
C -1.685 2.576 -2.019
C -3.070 2.495 -1.958
C -3.709 2.597 -0.732
C -2.964 2.758 0.429
C -1.975 3.116 3.533
C -2.947 4.118 3.503
C -3.986 4.142 4.423
C -4.067 3.163 5.406
C -3.099 2.173 5.464
C -2.062 2.155 4.538
H 1.521 1.340 1.989
H 1.001 1.626 3.611
H -0.887 -0.097 3.280
H 0.767 -0.635 3.356
H -0.074 -1.942 1.661
H 0.792 -0.683 0.785
H -0.034 -1.869 -1.857
H 0.211 -4.003 -3.054
H -1.320 -5.887 -2.566
H -3.119 -5.601 -0.889
H -3.366 -3.474 0.311
H -2.009 -2.922 2.478
H -3.351 -3.370 4.484
H -5.195 -1.845 5.117
H -5.685 0.136 3.715
H -4.356 0.575 1.697
H 0.138 2.825 -0.930
H -1.178 2.509 -2.973
H -3.643 2.359 -2.867
H -4.789 2.536 -0.673
H -3.481 2.810 1.378
H -2.900 4.892 2.743
H -4.732 4.925 4.373
H -4.878 3.178 6.123
H -3.151 1.404 6.226
H -1.318 1.370 4.604
F 6.973 1.312 -0.634
C 6.416 0.131 -0.356
F 7.240 -0.543 0.451
F 6.302 -0.555 -1.500
S 4.775 0.361 0.453
O 4.256 -0.971 0.560
O 5.081 1.114 1.630
N 3.990 1.205 -0.624
S 3.702 2.901 -0.385
O 2.624 2.809 -1.547
O 2.990 3.091 0.863
C 4.640 3.490 -4.802
F 3.824 1.248 -3.544
F 5.554 2.700 -5.303
F 5.104 3.828 -3.637
O 1.143 1.700 -3.453
N 1.312 0.482 -3.777
C 0.603 -0.130 -4.665
C -0.455 0.519 -5.381
N -1.303 1.036 -5.956
C 0.929 -1.502 -4.919
N 1.201 -2.599 -5.125
F 1.305 0.273 -1.160
Br 4.304 -5.613 -3.092
C 3.911 -3.794 -2.784
C 4.485 -2.820 -3.581
C 4.150 -1.503 -3.333
N 3.304 -1.140 -2.364
C 2.777 -2.093 -1.591
C 3.048 -3.438 -1.768
H 5.164 -3.070 -4.381
H 4.560 -0.699 -3.926
H 2.114 -1.765 -0.806
H 2.583 -4.173 -1.127
```

## Properties
HOMO-LUMO gap: 0.26562 hartree
Energy above the lowest of the compared OMol25 structures with the same formula, charge and spin: 0.977 eV
Strongest force on any atom: 0.010 Eh/bohr
HOMO: -5.84 eV
Total charge: -1
DFT total energy: -7477.4605 a.u.

Entry from OMol25: a molecular structure, C4H8O2 (ωB97M-V with the def2-TZVPD basis set).

The geometry in XYZ format:
```
14
Properties=species:S:1:pos:R:3
C 1.189 -1.199 -0.059
C -0.917 -0.065 0.130
O -2.140 -0.682 -0.106
C -0.595 1.186 0.888
C -0.238 0.950 -0.555
O 1.240 0.467 -0.705
H 0.722 -1.432 0.885
H 2.278 -1.184 0.018
H 0.809 -1.809 -0.872
H -2.218 -1.321 0.614
H -1.326 1.980 1.086
H 0.205 1.150 1.635
H -0.454 1.635 -1.373
H 1.485 0.373 -1.649
```

## Properties
HOMO-LUMO gap: 0.26404 hartree
Energy above the lowest of the compared OMol25 structures with the same formula, charge and spin: 7.379 eV
Strongest force on any atom: 0.007 Eh/bohr
HOMO: -6.46 eV
Total charge: 0
DFT total energy: -307.4413 a.u.

Entry from OMol25: a molecular structure, C14H15MgN3O3S2 at a distorted geometry (ωB97M-V with the def2-TZVPD basis set).

The geometry in XYZ format:
```
38
Properties=species:S:1:pos:R:3
Mg 0.554 -0.214 0.661
O -0.785 -0.558 -1.201
C -1.435 0.210 -1.948
O -0.628 1.831 0.530
C -1.248 2.252 -0.465
O -1.674 3.506 -0.508
N -1.591 1.577 -1.647
C -2.374 3.744 -1.770
C -2.431 2.434 -2.479
H -1.814 4.478 -2.358
H -3.373 4.128 -1.553
H -2.023 2.478 -3.489
H -3.446 2.026 -2.506
C -2.068 -0.301 -3.148
C -2.276 -1.639 -3.282
H -2.373 0.384 -3.939
H -1.988 -2.333 -2.500
H -2.750 -2.047 -4.177
C -2.030 -2.143 2.390
C -0.583 -2.260 2.753
N 0.381 -1.600 2.145
C 1.685 -1.877 2.649
C 1.635 -2.789 3.688
S 0.007 -3.319 4.050
C 2.819 -1.194 2.043
C 4.170 -1.255 2.336
S 5.133 -0.206 1.318
C 3.641 0.303 0.498
N 2.563 -0.285 0.975
C 3.611 1.310 -0.608
H -2.435 -3.116 2.080
H -2.622 -1.785 3.245
H -2.149 -1.436 1.559
H 2.513 -3.137 4.224
H 4.585 -1.882 3.118
H 4.033 2.269 -0.277
H 4.190 0.962 -1.475
H 2.575 1.483 -0.930
```

## Properties
HOMO-LUMO gap: 0.29424 hartree
Energy above the lowest of the compared OMol25 structures with the same formula, charge and spin: 0.000 eV
Strongest force on any atom: 0.050 Eh/bohr
HOMO: -14.55 eV
Total charge: +2
DFT total energy: -1928.5566 a.u.